One molecule with the formula C2H3ClO. Source: the Open Molecules 2025 dataset; level of theory: ωB97M-V/def2-TZVPD.

Structure (XYZ):
```
7
Properties=species:S:1:pos:R:3:forces:R:3:nbo_charge:R:1
C -0.253841 -0.025182 -0.041483 1.2 0.3 -0.8 -0.729
C -1.528191 0.143382 -0.812805 0.5 0.9 -0.6 0.552
O -1.752655 -0.002358 -1.966410 0.2 -0.2 0.2 -0.490
Cl -2.782861 0.664307 0.300724 -1.0 0.1 0.4 -0.088
H -0.445412 -1.035219 0.311682 0.7 -0.3 0.4 0.252
H 0.691766 0.016384 -0.741768 -2.0 -0.1 1.6 0.250
H -0.247444 0.661900 0.850746 0.3 -0.7 -1.2 0.254
```
Forces are in eV/Å.

The total energy comes out at -613.4355 Eh. For the strongest force on any atom, the calculation gives 2.50 eV/A. The value obtained for the HOMO energy is -0.399 hartree. As for the relative energy (zero: lowest compared OMol25 entry of this formula, charge and spin): 1.1 kcal/mol. For the HOMO-LUMO gap, the calculation gives 11.660 eV. The structure (SMILES) is CC(=O)Cl.